[1]
# C4H8B2

One molecule with the formula C4H8B2 (ωB97M-V with the def2-TZVPD basis set, the Open Molecules 2025 dataset).

Results
* SMILES string: B[C@]12C[C@@]1(B)C2
* HOMO energy: -9.432 eV
* ΔE to the lowest compared entry with this formula, charge and spin: 44.83 kcal/mol
* LUMO: -0.2 eV
* frontier orbital gap: 9.1967 eV
* charge: 0

Last column: Löwdin charge in e.
CARTESIAN COORDINATES (ANGSTROEM)
B: -1.80474 1.07143 0.38964  0.108
B: 2.03412 0.62723 0.01393  -0.002
C: -0.00893 -1.04495 0.97936  -0.073
C: -0.24572 -0.56994 -1.26291  0.054
C: -0.78261 -0.06958 0.03312  -0.335
C: 0.74276 -0.11721 0.15480  -0.279
H: -2.24247 1.59555 1.30131  0.003
H: -2.49155 1.17685 -0.61996  0.041
H: 2.84656 0.67524 0.91351  0.021
H: 2.28523 1.07876 -1.17734  0.052
H: -0.18657 -0.88009 2.03339  0.107
H: 0.10595 -2.15140 0.58762  0.149
H: -0.10795 -1.60168 -1.42084  0.081
H: -0.14409 0.20979 -1.92561  0.073

[2]
# C4H8BN

One molecule with the formula C4H8BN (ωB97M-V with the def2-TZVPD basis set, the Open Molecules 2025 dataset).

Results
* HOMO energy: -9.008 eV
* ΔE to the lowest compared entry with this formula, charge and spin: 81.22 kcal/mol
* LUMO: 0.7 eV
* frontier orbital gap: 9.7103 eV
* charge: 0

Last column: Löwdin charge in e.
CARTESIAN COORDINATES (ANGSTROEM)
B: -1.57472 0.21915 -1.25859  -0.174
C: -1.24780 -0.21873 0.45745  -0.177
C: 0.82783 1.12526 0.81916  -0.071
C: 0.85419 -1.35222 0.05136  -0.047
C: 0.07150 -0.05442 0.26734  -0.356
N: -2.39478 -0.07780 0.06085  0.186
H: -1.77729 1.25921 -1.71263  0.032
H: -1.17965 -0.57932 -1.97777  0.028
H: 0.26871 2.17889 0.72582  0.135
H: 1.98360 1.25924 0.64787  0.121
H: 0.85955 1.00139 1.85645  0.042
H: 1.07696 -1.39762 -1.06435  0.105
H: 1.78537 -1.08580 0.60844  0.077
H: 0.44653 -2.27724 0.51861  0.097

[3]
# C4H8BN3O

One molecule with the formula C4H8BN3O (ωB97M-V with the def2-TZVPD basis set, the Open Molecules 2025 dataset).

Results
* SMILES string: CB(O)Nc1ncc[nH]1
* HOMO energy: -8.131 eV
* ΔE to the lowest compared entry with this formula, charge and spin: 0.00 kcal/mol
* LUMO: 0.5 eV
* frontier orbital gap: 8.6289 eV
* charge: 0

Last column: Löwdin charge in e.
CARTESIAN COORDINATES (ANGSTROEM)
B: -1.78370 -0.21010 -0.01809  -0.572
C: 2.46379 0.87060 0.08821  -0.140
C: 2.95179 -0.41509 0.05433  -0.107
C: 0.67739 -0.38266 0.06631  -0.386
C: -1.85582 1.41195 -0.05946  0.007
N: 1.09806 0.84642 0.10140  0.081
N: 1.79373 -1.19608 0.09431  0.051
N: -0.59466 -0.89791 0.02416  0.203
O: -2.89539 -1.10350 -0.06148  0.078
H: 2.75470 1.85295 0.23894  0.075
H: 3.82178 -1.04917 -0.32067  0.124
H: -0.87059 1.67094 0.07384  -0.017
H: -2.50821 1.80938 0.75933  0.073
H: -2.45895 1.66351 -0.95523  0.071
H: 1.81346 -2.23571 -0.17527  0.181
H: -0.62946 -1.94933 0.16588  0.179
H: -3.77792 -0.68621 -0.07650  0.096

[4]
# C4H8BO4

A 2-piece molecular cluster, C4H8BO4 overall (ωB97M-V with the def2-TZVPD basis set, the Open Molecules 2025 dataset).

Results
* HOMO energy: -3.211 eV
* ΔE to the lowest compared entry with this formula, charge and spin: 31.60 kcal/mol
* LUMO: 3.7 eV
* frontier orbital gap: 6.9348 eV
* charge: -1

Last column: Löwdin charge in e.
CARTESIAN COORDINATES (ANGSTROEM)
B: -0.29771 -1.66540 -2.01070  -0.629
C: -0.00741 1.10695 -0.90311  -0.581
C: -1.10438 -0.16988 0.92061  -0.087
C: 1.29719 -0.35500 0.52063  -0.084
C: -0.00522 0.19831 0.04825  -0.377
O: 0.73632 1.22918 -1.94647  -0.098
O: -1.18922 1.76042 -1.09984  0.046
O: 0.20520 -0.91423 -2.96834  0.175
O: -0.85316 -2.49755 -1.35176  0.113
H: -0.90905 -0.33849 2.02281  0.086
H: -1.78648 0.58582 0.97898  0.024
H: -1.55818 -1.13313 0.42735  0.109
H: 1.65579 -1.34814 0.15136  0.078
H: 1.38859 -0.42967 1.54998  0.024
H: 2.15591 0.35165 0.16539  0.107
H: 0.51699 -0.02920 -2.65397  0.012
H: -1.13907 1.87906 -2.03910  0.083

| no. | largest force on an atom (eV/A) |
| --- | --- |
| 1 | 4.97 |
| 2 | 3.20 |
| 3 | 4.47 |
| 4 | 4.53 |